Record 1
The following is a DFT calculation (ωB97M-V/def2-TZVPD) of a 3-piece molecular cluster, H6O3 overall.

Its LUMO energy is 0.66 eV. The molar mass is 54.05 u. The SMILES is O.O.O. As for the spin multiplicity: 1.

CARTESIAN COORDINATES (ANGSTROEM)
O -1.72167 0.47211 1.36396
H -1.49578 -0.08826 2.11661
H -1.97035 -0.14315 0.66113
O 1.24490 0.62573 0.28311
H 0.34448 0.45397 0.60114
H 1.46399 1.48833 0.64920
O 0.45741 -1.23518 -1.85490
H 0.74795 -0.81032 -2.66772
H 0.92905 -0.76323 -1.15253

Forces on the atoms, in the same order (eV/Å):
O 0.32 -0.23 -0.11
H -0.14 0.04 -0.05
H -0.05 0.08 0.09
O -0.20 -0.12 0.17
H 0.01 0.23 0.01
H 0.04 -0.05 -0.09
O 0.02 -0.01 0.11
H -0.03 -0.01 0.06
H 0.03 0.06 -0.19


Record 2
The following is a DFT calculation (ωB97M-V/def2-TZVPD) of a 3-piece molecular cluster, H6O3 overall.

Its LUMO energy is 0.45 eV. The molar mass is 54.05 u. The SMILES is O.O.O. As for the spin multiplicity: 1.

CARTESIAN COORDINATES (ANGSTROEM)
O 17.41200 14.71245 -1.79407
H 16.85806 15.49297 -1.80715
H 17.23633 14.30769 -0.94463
O 19.98359 13.93689 -1.37348
H 19.91570 14.33003 -0.50339
H 19.25284 14.31277 -1.86435
O 17.25428 12.23412 -0.41494
H 16.35413 11.95382 -0.58045
H 17.28039 12.41500 0.52465

Forces on the atoms, in the same order (eV/Å):
O -0.23 0.46 -0.29
H -0.07 0.30 -0.17
H 0.01 -0.63 0.16
O 0.75 -0.29 0.08
H 0.03 0.10 0.12
H -0.41 0.12 -0.13
O 0.10 0.24 -0.01
H -0.28 -0.15 -0.12
H 0.10 -0.15 0.36


Record 3
The following is a DFT calculation (ωB97M-V/def2-TZVPD) of a 3-piece molecular cluster, H6O3 overall.

Its LUMO energy is 0.53 eV. The molar mass is 54.05 u. The SMILES is O.O.O. As for the spin multiplicity: 1.

CARTESIAN COORDINATES (ANGSTROEM)
O 0.03515 -1.61187 1.38934
H -0.73085 -2.00403 1.80850
H 0.63386 -1.42319 2.11196
O -0.81453 2.36530 -0.55659
H -1.38596 2.14601 -1.29253
H -0.20088 1.63267 -0.50261
O 0.54824 -0.09089 -1.02013
H 0.76111 -0.61118 -0.24539
H 1.15385 -0.40285 -1.69254

Forces on the atoms, in the same order (eV/Å):
O 0.25 0.03 -0.12
H -0.27 -0.07 -0.03
H 0.17 0.06 0.24
O -0.23 0.62 0.25
H -0.08 -0.09 -0.12
H 0.24 -0.43 -0.18
O 0.09 0.16 -0.22
H -0.29 -0.34 0.44
H 0.12 0.07 -0.25


Record 4
The following is a DFT calculation (ωB97M-V/def2-TZVPD) of a 3-piece molecular cluster, H6O3 overall.

Its LUMO energy is 0.76 eV. The molar mass is 54.05 u. The SMILES is O.O.O. As for the spin multiplicity: 1.

CARTESIAN COORDINATES (ANGSTROEM)
O -0.49516 1.23485 1.23277
H -0.19891 0.34936 1.02210
H 0.15864 1.56661 1.84816
O 1.32994 -3.23946 1.79560
H 0.75933 -3.66690 2.43429
H 1.82414 -3.95620 1.39777
O -1.07141 2.33879 -3.55316
H -1.37273 3.24731 -3.54732
H -0.93386 2.12564 -2.63019

Forces on the atoms, in the same order (eV/Å):
O -0.20 0.15 -0.12
H 0.07 -0.28 -0.06
H 0.15 0.11 0.16
O 0.00 0.25 -0.04
H -0.17 -0.07 0.18
H 0.15 -0.15 -0.14
O 0.04 -0.13 -0.21
H -0.08 0.22 -0.03
H 0.04 -0.10 0.27


Record 5
The following is a DFT calculation (ωB97M-V/def2-TZVPD) of a 3-piece molecular cluster, H6O3 overall.

Its LUMO energy is 0.81 eV. The molar mass is 54.05 u. The SMILES is O.O.O. As for the spin multiplicity: 1.

CARTESIAN COORDINATES (ANGSTROEM)
O -4.13388 1.12940 1.52271
H -3.29010 1.56018 1.38598
H -4.69502 1.47493 0.82847
O -0.30580 -2.12424 0.21407
H -0.63771 -2.93601 -0.16946
H 0.50190 -1.94420 -0.26701
O 4.05813 0.88893 -0.80736
H 3.86038 1.62273 -1.38931
H 4.64213 0.32825 -1.31805

Forces on the atoms, in the same order (eV/Å):
O -0.09 -0.12 0.16
H 0.26 0.05 0.00
H -0.17 0.06 -0.16
O -0.09 0.12 0.15
H -0.13 -0.20 -0.06
H 0.24 0.10 -0.08
O -0.10 -0.06 0.20
H -0.08 0.22 -0.11
H 0.17 -0.17 -0.09


Energy? In order: -6239.9801; -6239.7292; -6239.9303; -6239.6713; -6239.5939 eV.
HOMO-LUMO gap? In order: 11.75; 11.04; 11.10; 12.17; 12.23 eV.
Energy relative to the best compared isomer or geometry (same formula, charge and spin)? In order: 0.2731; 0.5240; 0.3230; 0.5819; 0.6593 eV.